{
  "formula": "C26H25Br2F6KN2OPS4Te",
  "method": "ωB97M-V/def2-TZVPD",
  "symbols": ["K", "C", "C", "S", "C", "C", "S", "C", "C", "S", "H", "H", "H", "H", "H", "H", "H", "H", "H", "H", "H", "H", "Br", "C", "C", "C", "Br", "C", "C", "C", "C", "N", "C", "C", "O", "H", "H", "H", "H", "S", "C", "C", "C", "C", "C", "N", "H", "H", "H", "H", "F", "P", "F", "F", "F", "F", "F", "Te", "C", "C", "C", "C", "C", "C", "H", "H", "H", "H", "H"],
  "positions_angstrom": [[-1.433343, 0.145205, -0.207585], [0.800513, -2.606223, 2.428232], [2.225149, -2.438802, 1.893310], [2.412499, -1.022021, 0.782681], [3.256517, -1.745211, -0.639841], [2.525736, -2.859358, -1.385827], [0.846146, -2.415694, -1.884565], [-0.098701, -3.843045, -1.300522], [-0.027764, -4.141637, 0.198625], [-0.538507, -2.742778, 1.224832], [0.772322, -3.467421, 3.098923], [0.513824, -1.724598, 3.011230], [2.893353, -2.295628, 2.744201], [2.555909, -3.337503, 1.369485], [3.393492, -0.885706, -1.303072], [4.253440, -2.095862, -0.358872], [3.100284, -3.120481, -2.276983], [2.463488, -3.758501, -0.772433], [-1.124785, -3.606314, -1.589673], [0.204706, -4.728099, -1.864290], [-0.697740, -4.979283, 0.400875], [0.973249, -4.453781, 0.496605], [1.986392, 1.508685, 3.802490], [0.101735, 1.218118, 4.002534], [-0.394819, 1.241057, 5.296802], [-1.724612, 0.920654, 5.493572], [-2.377767, 0.987746, 7.298695], [-2.588569, 0.530296, 4.447407], [-3.947283, 0.149267, 4.604744], [-4.673873, -0.253672, 3.456625], [-4.066336, -0.251728, 2.230312], [-2.775671, 0.134454, 2.022553], [-2.036452, 0.516231, 3.119643], [-0.669670, 0.892964, 2.865234], [-0.212287, 0.894726, 1.634744], [0.247408, 1.494936, 6.127317], [-4.401587, 0.158573, 5.585275], [-5.708576, -0.571232, 3.539830], [-4.611564, -0.570954, 1.345471], [-0.233023, 3.665446, -0.714077], [-0.706429, 2.758425, -2.181644], [-1.538542, 3.364154, -3.131155], [-1.935730, 2.624068, -4.222909], [-1.493783, 1.319914, -4.361930], [-0.652288, 0.819287, -3.380624], [-0.271541, 1.518788, -2.317694], [-1.867092, 4.386335, -2.989178], [-2.599743, 3.060816, -4.960451], [-1.812753, 0.692691, -5.182500], [-0.274148, -0.197819, -3.431990], [-2.450999, -1.425006, -1.376574], [-3.915171, -1.823079, -2.030482], [-4.491191, -0.414609, -1.510284], [-3.267263, -3.219341, -2.554432], [-4.316488, -2.524050, -0.648985], [-5.336483, -2.213514, -2.677629], [-3.455559, -1.116896, -3.417766], [1.434148, 2.249964, 0.230570], [3.015523, 3.083920, -1.004944], [2.917632, 4.082078, -1.971222], [4.041758, 4.523206, -2.666090], [5.291434, 3.973309, -2.412127], [5.405076, 2.971213, -1.454550], [4.280675, 2.535100, -0.763806], [1.950154, 4.524389, -2.183968], [3.937767, 5.303441, -3.412685], [6.165394, 4.319214, -2.951607], [6.372858, 2.529359, -1.243600], [4.389560, 1.751813, -0.014248]],
  "atomic_forces_ev_per_a": [[0.3876, 0.7613, 0.1643], [0.0548, 0.0994, -0.0513], [-0.0479, -0.0257, 0.0367], [-0.0246, 0.0373, -0.0220], [-0.0147, 0.0286, -0.0028], [0.0052, -0.0215, 0.0125], [-0.1261, 0.0429, -0.0800], [-0.0069, 0.0298, 0.0451], [-0.0428, 0.0303, -0.0465], [-0.1546, 0.1367, 0.0201], [0.0387, -0.0052, 0.0600], [0.0219, -0.0186, -0.0327], [-0.0003, -0.0478, 0.0433], [-0.0022, -0.0029, 0.0083], [0.0067, -0.0286, 0.0037], [0.0233, -0.0129, -0.0157], [0.0608, -0.0268, 0.0098], [0.0408, 0.0148, 0.0135], [0.0171, -0.0072, 0.0232], [-0.0158, -0.0472, 0.0008], [0.0225, -0.0660, -0.0208], [0.0219, -0.0206, -0.0165], [0.0155, -0.0189, -0.0332], [-0.0062, -0.1500, -0.0118], [-0.0912, -0.0290, -0.0719], [0.0119, -0.0226, -0.0665], [-0.0151, -0.0003, 0.0210], [-0.0865, -0.0451, -0.1021], [0.0629, 0.0051, -0.1579], [0.0635, 0.0504, 0.2595], [0.3680, 0.1477, -0.0317], [-0.2909, 0.0162, 0.4440], [-0.2170, -0.0869, -0.0788], [-0.0304, 0.1305, -0.0787], [0.5724, 0.3203, 1.2511], [0.0003, -0.0055, 0.0104], [0.0020, -0.0074, -0.0060], [0.0320, 0.0122, 0.0110], [0.0633, 0.0209, 0.0164], [-0.0944, -0.1274, -0.1743], [-0.0430, 0.1955, -0.0375], [0.1357, 0.1641, 0.3717], [-0.1309, 0.0730, -0.1586], [0.1380, -0.2043, 0.0631], [-0.1129, -0.1530, -0.3329], [0.0263, 0.0092, -0.2479], [-0.0035, -0.0304, 0.0053], [0.0120, -0.0068, 0.0204], [0.0150, 0.0026, 0.0255], [-0.0803, 0.0303, -0.0144], [-0.8302, -1.4024, -1.1392], [0.1692, -0.0766, -0.1230], [-0.0906, 0.1385, 0.0183], [0.0014, -0.0547, -0.0176], [-0.0711, -0.1037, 0.1171], [-0.0397, 0.0093, -0.0651], [0.0039, 0.0045, -0.0323], [0.3074, 0.3950, 0.1834], [0.1101, -0.0060, -0.0016], [0.0428, -0.0035, -0.0568], [-0.0522, -0.0552, 0.0545], [-0.0600, -0.0222, 0.0383], [-0.0927, -0.0156, 0.0306], [0.0145, 0.0289, -0.0381], [0.0223, -0.0023, 0.0126], [-0.0100, -0.0059, 0.0051], [-0.0070, -0.0038, -0.0023], [-0.0080, -0.0029, 0.0055], [0.0085, 0.0386, -0.0372]],
  "gap_ev": [2.4270, 4.8550],
  "relative_energy_kcal_mol": 17.3,
  "total_charge": -2,
  "e_homo_ev": [1.227, -1.203],
  "multiplicity": 2,
  "s_squared": 0.77
}